ORCA calculation (wB97M-V/def2-TZVPD) on a molecular structure, C50H62F3IrN4OP2SSb.

Output
Multiplicity: 2
Highest occupied orbital energy (spin up / spin down) in eV: -17.5 / -17.6
Expectation value of S²: 0.76
Frontier orbital gap (spin up / spin down) in eV: 5.946 / 5.474
Total charge: +4

Last column: Mulliken spin population.
CARTESIAN COORDINATES (ANGSTROEM)
Ir -0.68 0.27 0.41  -0.045
C -1.97 -1.29 3.69  0.000
C -0.49 -0.96 3.47  0.000
P 0.18 -1.35 1.82  0.025
C 2.00 -1.15 1.91  -0.164
C 2.61 -1.10 3.31  -0.001
C -0.09 -3.10 1.46  0.001
C 0.46 -4.03 2.54  0.000
H -2.25 -1.01 4.71  0.000
H -2.15 -2.36 3.59  0.000
H -2.63 -0.77 3.01  0.000
H 0.12 -1.55 4.16  0.000
H -0.26 0.09 3.69  0.000
H 2.26 -0.26 1.34  0.172
H 2.40 -2.01 1.35  -0.007
H 2.23 -0.26 3.89  -0.001
H 3.69 -1.00 3.23  0.007
H 2.41 -2.02 3.87  0.000
H 0.39 -3.27 0.49  0.000
H -1.16 -3.27 1.32  0.000
H 1.52 -3.86 2.73  0.000
H 0.35 -5.06 2.22  0.000
H -0.08 -3.93 3.48  0.000
S -2.35 -1.21 0.13  0.000
C -3.63 -0.54 -0.91  -0.001
N -4.59 -1.40 -1.18  0.000
C -5.79 -1.05 -1.97  0.000
C -5.46 0.12 -2.88  0.000
C -4.81 1.23 -2.09  0.000
N -3.65 0.69 -1.35  0.000
H -4.52 -2.33 -0.81  0.000
H -6.61 -0.81 -1.28  0.000
H -6.08 -1.93 -2.54  0.000
H -6.38 0.49 -3.35  0.000
H -4.80 -0.21 -3.68  0.000
H -5.50 1.67 -1.37  0.000
H -4.44 2.03 -2.74  0.000
H -2.91 1.32 -1.06  0.000
O -1.34 2.12 -0.48  0.009
P -1.51 3.31 0.51  0.006
C -1.20 4.84 -0.32  -0.001
C -0.77 5.96 0.40  0.000
C -0.62 7.17 -0.24  0.000
C -0.88 7.27 -1.60  0.000
C -1.30 6.16 -2.33  0.000
C -1.47 4.94 -1.69  0.000
C -3.13 3.31 1.25  0.000
C -3.61 2.13 1.83  0.002
C -4.85 2.10 2.43  0.001
C -5.63 3.25 2.45  -0.001
C -5.17 4.43 1.87  0.000
C -3.92 4.46 1.27  -0.002
C -0.31 2.99 1.80  0.045
C -0.51 3.40 3.12  -0.001
C 0.48 3.19 4.07  0.002
C 1.68 2.59 3.71  0.013
C 1.89 2.16 2.40  -0.003
C 0.90 2.36 1.44  -0.094
H -0.56 5.88 1.47  0.000
H -0.30 8.04 0.31  0.000
H -0.76 8.22 -2.10  0.000
H -1.51 6.25 -3.38  0.000
H -1.80 4.08 -2.25  0.000
H -2.99 1.23 1.85  0.000
H -5.22 1.19 2.89  0.000
H -6.60 3.23 2.92  0.000
H -5.78 5.32 1.90  0.000
H -3.56 5.38 0.82  0.000
H -1.44 3.86 3.41  0.000
H 0.33 3.51 5.09  0.000
H 2.46 2.45 4.45  0.001
H 2.83 1.71 2.13  0.059
H 1.10 2.12 0.40  0.007
C 2.21 -2.56 -3.04  0.007
C 1.11 -1.51 -2.97  0.004
C -0.26 -2.16 -3.11  -0.002
C 1.33 -0.44 -4.03  0.000
N 1.23 -0.94 -1.58  -0.008
N 0.30 0.11 -1.35  0.011
H 2.22 -3.02 -4.03  0.000
H 2.04 -3.35 -2.30  0.000
H 3.19 -2.12 -2.86  -0.006
H -0.29 -2.75 -4.03  0.001
H -1.08 -1.43 -3.21  0.000
H -0.47 -2.82 -2.27  0.000
H 1.27 -0.88 -5.03  0.000
H 2.33 0.01 -3.94  -0.002
H 0.59 0.36 -4.00  0.000
H 2.19 -0.60 -1.46  0.034
H -0.47 -0.06 -2.01  0.001
H 0.65 1.04 -1.59  0.001
F 7.02 -3.34 4.42  0.007
C 6.59 -2.56 3.45  0.041
C 5.81 -3.13 2.45  0.006
C 5.35 -2.31 1.43  -0.014
C 5.68 -0.96 1.41  0.114
C 6.46 -0.41 2.44  0.010
C 6.92 -1.22 3.47  -0.004
Sb 5.07 0.31 -0.12  0.444
C 6.07 2.13 0.11  0.091
C 7.46 2.14 0.11  0.000
C 8.14 3.34 0.23  0.008
C 7.40 4.51 0.34  -0.002
F 8.04 5.66 0.46  -0.001
C 6.01 4.53 0.33  0.016
C 5.34 3.32 0.22  0.020
C 5.58 -0.52 -1.96  0.118
C 5.93 -1.87 -2.09  -0.002
C 6.33 -2.36 -3.32  0.002
C 6.33 -1.50 -4.41  0.063
F 6.70 -1.96 -5.59  0.011
C 5.98 -0.16 -4.31  -0.002
C 5.59 0.33 -3.08  -0.009
H 5.59 -4.19 2.48  0.000
H 4.74 -2.75 0.65  -0.007
H 6.72 0.64 2.45  0.005
H 7.54 -0.83 4.26  0.001
H 8.03 1.22 0.02  0.000
H 9.22 3.38 0.24  0.001
H 5.49 5.47 0.42  0.000
H 4.26 3.32 0.21  -0.001
H 5.95 -2.53 -1.24  0.007
H 6.64 -3.39 -3.45  0.002
H 6.03 0.48 -5.19  0.001
H 5.33 1.38 -2.98  0.004

ORCA calculation (wB97M-V/def2-TZVPD) on a molecular structure, C50H64BrFNO2P2SiZr in a non-equilibrium geometry.

Output
Multiplicity: 1
Highest occupied orbital energy in eV: -10.2
Frontier orbital gap in eV: 6.861
Total charge: +1

Last column: Löwdin charge in e.
CARTESIAN COORDINATES (ANGSTROEM)
Zr 0.49 0.04 0.08  1.398
C -0.58 1.83 -3.62  -0.201
Si -0.67 0.44 -2.27  0.647
C -0.81 -1.13 -3.39  -0.312
C -1.49 -1.03 -4.60  -0.106
C -1.45 -2.04 -5.54  -0.054
C -0.69 -3.17 -5.29  -0.058
C -0.06 -3.32 -4.07  -0.121
C -0.12 -2.32 -3.11  -0.372
P 0.46 -2.54 -1.37  1.111
C -0.75 -3.88 -0.81  -0.410
C -2.20 -3.41 -1.07  -0.208
C -2.85 -4.16 -2.23  -0.179
C -2.96 -5.65 -1.92  -0.180
C -1.81 -6.10 -1.01  -0.185
C -0.54 -5.31 -1.32  -0.195
C 2.11 -3.46 -1.25  -0.399
C 2.73 -4.16 -2.46  -0.188
C 3.16 -3.18 -3.55  -0.191
C 4.09 -2.11 -2.99  -0.180
C 3.46 -1.42 -1.79  -0.205
C 3.14 -2.46 -0.72  -0.227
C -2.36 0.50 -1.27  -0.320
C -3.47 -0.18 -1.75  -0.103
C -4.64 -0.27 -1.02  -0.050
C -4.71 0.31 0.23  -0.064
C -3.63 1.02 0.73  -0.107
C -2.45 1.13 -0.01  -0.409
P -1.09 2.31 0.43  1.111
C -0.92 2.30 2.33  -0.375
C -1.01 3.62 3.10  -0.178
C 0.00 4.67 2.60  -0.180
C 1.21 3.99 1.97  -0.199
C 1.59 2.74 2.75  -0.158
C 0.45 1.70 2.71  -0.210
C -2.01 3.91 -0.05  -0.365
C -2.49 3.77 -1.49  -0.221
C -3.03 5.09 -2.05  -0.171
C -3.87 5.84 -1.02  -0.188
C -4.35 4.90 0.08  -0.188
C -3.16 4.36 0.86  -0.191
H -1.56 2.16 -3.96  0.030
H -0.04 1.46 -4.49  0.028
H -0.03 2.70 -3.26  0.014
H -2.05 -0.13 -4.82  0.101
H -1.99 -1.94 -6.47  0.112
H -0.61 -3.95 -6.03  0.114
H 0.49 -4.23 -3.89  0.087
H -0.60 -3.93 0.28  0.105
H -2.22 -2.33 -1.27  0.067
H -2.81 -3.58 -0.18  0.122
H -2.27 -4.00 -3.13  0.089
H -3.85 -3.74 -2.41  0.114
H -2.95 -6.22 -2.85  0.113
H -3.91 -5.87 -1.42  0.111
H -1.63 -7.17 -1.14  0.115
H -2.07 -5.94 0.04  0.116
H -0.37 -5.34 -2.40  0.097
H 0.32 -5.76 -0.82  0.112
H 1.92 -4.20 -0.46  0.112
H 2.06 -4.92 -2.87  0.093
H 3.62 -4.70 -2.09  0.127
H 2.28 -2.70 -3.98  0.090
H 3.66 -3.73 -4.34  0.121
H 4.30 -1.38 -3.77  0.116
H 5.04 -2.56 -2.69  0.122
H 2.52 -0.91 -2.09  0.097
H 4.15 -0.67 -1.40  0.101
H 2.78 -1.98 0.21  0.079
H 4.06 -3.00 -0.47  0.130
H -3.43 -0.63 -2.73  0.096
H -5.49 -0.81 -1.42  0.113
H -5.61 0.22 0.83  0.115
H -3.71 1.49 1.70  0.102
H -1.70 1.62 2.69  0.103
H -0.76 3.38 4.14  0.126
H -2.01 4.03 3.12  0.093
H 0.31 5.29 3.44  0.120
H -0.46 5.34 1.87  0.094
H 2.05 4.69 1.95  0.121
H 1.00 3.70 0.93  0.074
H 1.78 3.02 3.79  0.126
H 2.51 2.31 2.36  0.102
H 0.34 1.27 3.71  0.110
H 0.72 0.87 2.02  0.022
H -1.21 4.66 -0.04  0.107
H -3.29 3.02 -1.53  0.111
H -1.67 3.42 -2.12  0.068
H -3.63 4.86 -2.93  0.114
H -2.20 5.72 -2.37  0.112
H -4.72 6.32 -1.51  0.111
H -3.28 6.64 -0.56  0.114
H -4.94 4.09 -0.36  0.115
H -5.00 5.44 0.77  0.118
H -3.51 3.54 1.49  0.088
H -2.81 5.16 1.51  0.107
F -3.52 -0.68 6.21  0.060
C -2.82 -0.83 5.07  -0.280
C -1.44 -0.79 5.11  -0.003
C -0.72 -0.95 3.94  -0.075
C -1.37 -1.14 2.71  -0.320
C -0.61 -1.36 1.47  -0.280
C -2.77 -1.20 2.72  -0.058
C -3.50 -1.05 3.88  -0.001
H -0.94 -0.65 6.06  0.122
H 0.36 -0.97 3.98  0.117
H -1.29 -1.89 0.78  0.020
H 0.25 -2.02 1.71  0.077
H -3.29 -1.41 1.79  0.101
H -4.57 -1.13 3.89  0.120
Br 5.89 4.21 -3.00  0.773
C 5.56 2.99 -1.58  -0.642
C 6.61 2.52 -0.79  -0.153
N 6.43 1.67 0.20  0.093
C 5.21 1.24 0.46  -0.068
C 4.09 1.64 -0.28  -0.126
C 4.28 2.54 -1.33  -0.031
C 2.73 1.14 0.00  -0.615
O 1.73 1.67 -0.56  -0.187
O 2.53 0.14 0.75  -0.144
H 7.63 2.83 -0.96  0.114
H 5.11 0.56 1.29  0.130
H 3.44 2.85 -1.94  0.121

ORCA calculation (wB97M-V/def2-TZVPD) on a molecular structure, C50H65N3O5Pd in a non-equilibrium geometry.

Output
Multiplicity: 3
Highest occupied orbital energy (spin up / spin down) in eV: -6.9 / -7.0
Expectation value of S²: 2.01
Frontier orbital gap (spin up / spin down) in eV: 7.018 / 6.614
Total charge: 0

Last column: Mulliken spin population.
CARTESIAN COORDINATES (ANGSTROEM)
Pd -2.00 -0.01 1.20  1.303
C -4.51 1.16 -0.50  0.004
O -3.09 1.23 -0.37  0.078
C -2.27 1.23 -1.51  0.011
C -2.34 0.25 -2.47  -0.003
C -3.25 -0.97 -2.41  -0.001
C -2.44 -2.18 -2.02  0.016
C -1.90 -3.00 -3.01  -0.019
C -1.08 -4.07 -2.71  0.036
C -0.81 -4.30 -1.37  -0.024
C -1.33 -3.50 -0.35  0.022
C -0.90 -3.73 1.07  -0.009
C 0.35 -2.94 1.38  -0.002
C 1.55 -3.32 0.78  -0.002
C 2.70 -2.55 0.84  0.004
C 2.64 -1.36 1.57  -0.003
C 1.48 -0.95 2.21  -0.006
C 1.45 0.34 2.99  0.004
C 1.14 1.63 2.26  0.034
C 1.65 2.80 2.81  -0.023
C 1.33 4.07 2.33  0.030
C 0.45 4.13 1.26  -0.020
C -0.09 2.99 0.67  0.024
C -1.16 3.21 -0.38  0.008
C -1.26 2.20 -1.50  -0.003
C -0.32 2.17 -2.51  0.001
C -0.36 1.22 -3.53  0.002
C -1.39 0.29 -3.50  -0.003
C 0.74 1.19 -4.59  0.000
C 0.56 0.04 -5.58  0.000
C 2.09 0.99 -3.88  0.000
C 0.76 2.51 -5.36  0.000
C 0.28 1.71 1.13  -0.001
O -0.16 0.61 0.54  0.173
C 1.94 5.31 3.00  0.003
C 1.48 5.38 4.46  0.003
C 3.47 5.22 2.96  0.003
C 1.51 6.60 2.30  0.001
C 0.35 -1.77 2.11  0.023
O -0.81 -1.24 2.68  0.090
C -1.53 -2.00 3.66  0.002
C 3.99 -2.92 0.11  0.000
C 4.31 -1.81 -0.90  0.000
C 3.86 -4.23 -0.65  0.000
C 5.14 -3.04 1.12  0.000
C -2.17 -2.43 -0.68  0.012
O -2.75 -1.69 0.29  0.199
C -0.46 -4.97 -3.78  0.001
C 1.07 -4.93 -3.65  0.003
C -0.82 -4.52 -5.20  0.001
C -0.93 -6.42 -3.59  0.004
H -4.79 1.23 -1.55  -0.001
H -4.87 0.24 -0.05  0.001
H -4.92 2.02 0.05  0.002
H -4.06 -0.83 -1.70  0.002
H -3.69 -1.13 -3.39  0.001
H -2.15 -2.77 -4.04  -0.001
H -0.17 -5.14 -1.09  -0.001
H -1.72 -3.46 1.73  0.000
H -0.70 -4.80 1.23  0.001
H 1.55 -4.23 0.20  0.001
H 3.51 -0.72 1.64  -0.001
H 0.72 0.23 3.80  0.002
H 2.42 0.46 3.48  0.001
H 2.32 2.70 3.66  -0.001
H 0.16 5.09 0.86  -0.001
H -2.13 3.25 0.12  0.006
H -1.01 4.20 -0.82  0.001
H 0.47 2.91 -2.49  -0.001
H -1.44 -0.48 -4.25  0.001
H 0.57 -0.93 -5.09  0.000
H -0.38 0.13 -6.13  0.000
H 1.37 0.06 -6.31  0.000
H 2.09 0.07 -3.29  0.000
H 2.90 0.93 -4.61  0.000
H 2.31 1.81 -3.20  0.000
H -0.18 2.67 -5.88  0.000
H 0.92 3.36 -4.69  0.000
H 1.57 2.51 -6.10  0.000
H 1.78 4.49 5.02  0.000
H 1.91 6.24 4.96  0.000
H 0.39 5.47 4.52  0.000
H 3.83 4.33 3.48  0.000
H 3.82 5.16 1.93  0.000
H 3.91 6.10 3.43  0.000
H 0.43 6.74 2.34  0.000
H 1.98 7.45 2.79  0.000
H 1.82 6.61 1.25  0.000
H -0.96 -2.90 3.92  -0.001
H -1.65 -1.37 4.54  0.002
H -2.51 -2.27 3.27  0.002
H 3.50 -1.68 -1.61  0.000
H 4.48 -0.85 -0.41  0.000
H 5.22 -2.06 -1.46  0.000
H 3.09 -4.19 -1.42  0.000
H 4.81 -4.45 -1.15  0.000
H 3.64 -5.07 0.01  0.000
H 5.30 -2.12 1.67  0.000
H 4.93 -3.83 1.84  0.000
H 6.07 -3.29 0.60  0.000
H 1.45 -3.91 -3.75  0.000
H 1.40 -5.32 -2.68  0.000
H 1.54 -5.55 -4.42  0.000
H -0.48 -3.51 -5.40  0.000
H -0.35 -5.19 -5.92  0.000
H -1.90 -4.56 -5.37  0.000
H -0.66 -6.80 -2.61  0.000
H -2.02 -6.48 -3.69  0.000
H -0.48 -7.06 -4.35  0.000
C -3.36 3.60 5.76  0.000
N -3.59 2.68 4.69  0.000
C -4.78 1.86 4.54  0.001
C -4.40 0.99 3.35  -0.025
O -5.13 0.18 2.83  -0.003
N -3.10 1.27 2.97  0.028
C -2.68 2.24 3.79  0.013
N -1.45 2.75 3.74  0.001
H -4.31 4.04 6.06  0.000
H -2.73 4.43 5.44  0.000
H -2.91 3.13 6.64  0.000
H -5.67 2.45 4.32  0.000
H -4.97 1.24 5.42  0.000
H -0.81 2.50 2.99  -0.009
H -1.18 3.51 4.34  -0.001